Version P
ORCA calculation (ωB97M-V/def2-TZVPD) on an isolated ion of composition C4H4N3 and charge +1.

XYZ file:
```
11
Properties=species:S:1:pos:R:3:nbo_charge:R:1
C 1.77069 -1.03575 -0.04592 -0.086
C 0.53180 -1.07566 0.42311 0.254
C -0.47449 0.84380 -0.20162 -0.341
C -0.56431 -0.41919 0.57596 -0.181
N 2.41464 0.15939 -0.21634 -0.114
N 0.66850 1.53297 0.32460 -0.007
N 1.75078 1.13684 0.16387 0.286
H 2.46002 -1.99354 -0.07828 0.311
H -1.29856 1.53907 0.06186 0.281
H -0.51833 0.83996 -1.32248 0.281
H -1.24597 -0.74403 1.46026 0.314
```

Lowest unoccupied orbital energy (alpha / beta) (Ha): -0.27409 / -0.27780
HOMO (alpha / beta) (eV): -15.475 / -15.087
HOMO-LUMO gap (alpha / beta) (eV): 8.0 / 7.5
Spin multiplicity: 1
Total charge: +1


Version Q
ORCA calculation (ωB97M-V/def2-TZVPD) on an isolated ion of composition C4H4N3 and charge +1.

XYZ file:
```
11
Properties=species:S:1:pos:R:3:nbo_charge:R:1
C -0.87729 -1.27619 0.14666 -0.068
C 0.25207 -0.66478 -0.01535 0.310
C 1.89558 0.94888 0.29188 0.059
C 1.35557 -0.01745 -0.51858 -0.375
N -2.16287 -0.77592 0.09734 -0.327
N -3.05782 1.34428 -0.14403 0.090
N -2.60720 0.34367 0.04870 0.268
H -0.72642 -2.37470 0.53447 0.321
H 2.49146 1.64149 -0.08129 0.204
H 1.76680 1.09074 1.29384 0.220
H 1.67013 -0.26002 -1.65363 0.297
```

Lowest unoccupied orbital energy (alpha / beta) (Ha): -0.26756 / -0.26757
HOMO (alpha / beta) (eV): -14.310 / -14.309
HOMO-LUMO gap (alpha / beta) (eV): 7.0 / 7.0
Spin multiplicity: 1
Total charge: +1


Tell me which of them is the least stable. Sure, it is version P.


Version P
ORCA calculation (ωB97M-V/def2-TZVPD) on an isolated ion of composition C2H4N3 and charge +1.

XYZ file:
```
9
Properties=species:S:1:pos:R:3:nbo_charge:R:1
N 1.23379 -0.00115 -0.05682 -0.712
C 0.02558 0.00009 0.40169 0.629
N -0.89307 -1.00771 0.19104 -0.559
C -1.42966 -0.00091 -0.54036 0.381
N -0.89458 1.00926 0.19493 -0.558
H 1.77177 0.85786 -0.09842 0.444
H 1.78242 -0.85254 -0.10093 0.445
H -0.80671 -1.99799 0.02115 0.466
H -0.78953 1.99309 -0.01228 0.463
```

Lowest unoccupied orbital energy (Ha): -0.17292
HOMO (eV): -15.153
HOMO-LUMO gap (eV): 10.4
Spin multiplicity: 1
SMILES string: N[C@@]12NC1=[NH+]2
Total charge: +1


Version Q
ORCA calculation (ωB97M-V/def2-TZVPD) on an isolated ion of composition C2H4N3 and charge +1.

XYZ file:
```
9
Properties=species:S:1:pos:R:3:nbo_charge:R:1
N -0.89302 0.02102 0.11233 -0.721
C 0.39890 0.18354 0.24772 0.655
N 1.36368 0.84473 -0.58815 -0.552
C 1.89876 -0.34199 -0.50892 0.352
N 1.33948 -0.72960 0.68324 -0.557
H -1.57068 -0.52590 0.60121 0.462
H -1.39055 0.74568 -0.42117 0.442
H 1.40389 1.53392 -1.27869 0.464
H 1.02894 -1.69079 0.97610 0.455
```

Lowest unoccupied orbital energy (Ha): -0.17115
HOMO (eV): -14.739
HOMO-LUMO gap (eV): 10.1
Spin multiplicity: 1
SMILES string: N[C@@]12NC1=[NH+]2
Total charge: +1


Version R
ORCA calculation (ωB97M-V/def2-TZVPD) on an isolated ion of composition C2H4N3 and charge +1.

XYZ file:
```
9
Properties=species:S:1:pos:R:3:nbo_charge:R:1
H 2.83122 -0.87393 0.03749 0.409
N 1.83668 -0.63409 0.12044 -0.512
C 1.44666 0.52818 -0.14525 0.210
N 0.07985 0.82746 0.18513 0.047
N -0.92279 0.21595 0.05092 0.128
C -2.07414 -0.28255 0.10484 -0.102
H 1.93472 1.37341 -0.42741 0.213
H -2.18469 -1.25312 0.65581 0.298
H -2.94750 0.09870 -0.58196 0.308
```

Lowest unoccupied orbital energy (Ha): -0.24432
HOMO (eV): -15.826
HOMO-LUMO gap (eV): 9.2
Spin multiplicity: 1
SMILES string: [H]/N=C/N=[N+]=C
Total charge: +1


Tell me which of them is the least stable. Sure, it is version R.


Version P
ORCA calculation (ωB97M-V/def2-TZVPD) on C36H63N9PSi2Ti as an isolated structure.

XYZ file:
```
112
Properties=species:S:1:pos:R:3:mulliken_charge:R:1
Ti 0.47090 0.00620 -0.21580 -1.417
C 2.48270 4.16320 -0.13650 -1.140
Si 1.15830 3.05740 0.67720 0.406
C -0.41760 3.14200 -0.41420 -0.673
C 0.69660 3.44900 2.48910 -1.340
N 1.50370 1.32810 0.57180 0.935
C 2.56750 0.73240 1.22660 1.126
C 3.62840 1.42020 1.81240 -0.581
C 4.69860 0.73210 2.35560 -1.122
C 4.72780 -0.65350 2.32230 -1.296
C 3.67810 -1.36200 1.76310 -0.544
C 2.57980 -0.69660 1.22200 0.048
N 1.48810 -1.30600 0.61260 1.393
Si 1.14700 -3.02720 0.81330 0.232
C -0.68890 -3.09990 0.21650 -0.735
C 2.24490 -4.05540 -0.37100 -1.075
C 1.24290 -3.60270 2.62600 -1.179
H 2.01390 5.03350 -0.58870 0.445
H 3.04640 3.64810 -0.91300 0.113
H 3.19850 4.53420 0.59100 0.497
H -0.79830 4.15620 -0.38620 0.705
H -1.22290 2.49950 -0.05440 0.058
H -0.20850 2.90800 -1.45940 -0.002
H 1.05340 4.43290 2.77340 0.491
H 1.14220 2.74380 3.18560 0.374
H -0.37870 3.45340 2.65060 0.381
H 3.61510 2.49700 1.82760 0.440
H 5.51610 1.28120 2.79100 0.500
H 5.57150 -1.18270 2.73070 0.466
H 3.72260 -2.43700 1.73270 0.447
H -0.81940 -3.82100 -0.58500 0.475
H -1.05380 -2.11940 -0.11020 -0.036
H -1.33360 -3.43910 1.02220 0.490
H 2.18440 -3.73460 -1.41040 0.174
H 1.96120 -5.10240 -0.33110 0.482
H 3.29180 -4.00570 -0.08620 0.348
H 0.51360 -3.12050 3.27330 0.332
H 2.21770 -3.42460 3.06840 0.399
H 1.06060 -4.67120 2.68960 0.457
C 5.70790 2.99210 -3.61360 -1.920
C 4.42500 2.63140 -4.36840 1.740
C 3.70860 3.93800 -4.73580 -1.592
C 4.79190 1.84370 -5.64160 -1.636
C 3.51630 1.73960 -3.55940 0.896
C 3.92760 1.06010 -2.40650 -0.925
C 3.03700 0.28330 -1.69270 -0.964
N 1.75330 0.08640 -2.04940 1.333
C 1.39490 0.60970 -3.24090 -0.957
C 2.21540 1.44130 -3.98370 -0.937
C -1.28050 0.52280 -2.60060 -1.273
C -2.21870 1.45240 -3.03160 -0.964
C -3.35870 1.76280 -2.28440 1.198
C -3.44840 1.11340 -1.04700 -1.643
C -2.40520 0.32890 -0.59850 -0.827
N -1.31960 0.03010 -1.34100 1.359
C -4.46970 2.60480 -2.86080 1.659
C -5.42430 3.10720 -1.77510 -1.826
C -5.23770 1.67810 -3.82830 -1.508
C -3.93610 3.81260 -3.63940 -1.653
H 6.28920 3.69010 -4.20940 0.463
H 6.33780 2.12530 -3.43220 0.424
H 5.48240 3.48190 -2.66880 0.396
H 4.40320 4.58310 -5.26470 0.476
H 3.39170 4.46030 -3.83680 0.352
H 2.84390 3.78540 -5.37470 0.346
H 5.52560 2.40690 -6.21020 0.476
H 3.92710 1.66670 -6.27600 0.338
H 5.23150 0.88310 -5.38490 0.383
H 4.94150 1.13750 -2.04800 0.576
H 3.38410 -0.24540 -0.81020 0.512
H 1.83550 1.86600 -4.90060 0.822
H -2.06370 1.92470 -3.99100 0.529
H -4.30420 1.24190 -0.40460 0.473
H -2.47540 -0.15120 0.37700 0.656
H -5.92730 2.29030 -1.26610 0.393
H -6.19450 3.72820 -2.22150 0.441
H -4.89130 3.71580 -1.04920 0.442
H -5.64760 0.81460 -3.30820 0.372
H -4.60290 1.32670 -4.64080 0.301
H -6.06370 2.23100 -4.26730 0.481
H -3.35940 4.46030 -2.98490 0.399
H -4.78050 4.38120 -4.01770 0.466
H -3.32480 3.53600 -4.49470 0.352
N -1.62130 -0.73820 2.26500 -0.766
N -0.56880 0.16980 1.87350 -0.263
H -2.05740 -0.44900 3.14530 0.292
H -1.21140 -1.65880 2.41990 0.048
H 0.21580 0.16140 2.54770 0.436
H -0.96070 1.11900 1.91230 0.335
C 0.53490 -3.26530 -5.22670 -0.606
N -0.58520 -3.03220 -4.19560 0.384
C -1.86120 -2.65950 -4.98210 -0.840
N -1.61900 -1.59010 -5.86170 0.310
C -0.56150 -1.90710 -6.80730 -0.960
N 0.65960 -2.15090 -6.06940 0.382
C 1.11960 -0.96080 -5.38000 -1.319
P -0.09530 -0.28860 -3.97640 1.576
C -0.24240 -1.99760 -3.20630 -1.471
C -1.53160 -0.29150 -5.26160 -1.080
H 0.26670 -4.15560 -5.80220 0.381
H 1.46340 -3.44320 -4.67760 0.339
H -0.76420 -3.91090 -3.70410 0.425
H -2.63250 -2.39790 -4.25120 0.362
H -2.16590 -3.54990 -5.54360 0.393
H -0.41890 -1.08570 -7.51020 0.375
H -0.83480 -2.79900 -7.37490 0.349
H 1.24220 -0.17590 -6.12990 0.483
H 2.11910 -1.15950 -4.98000 0.502
H -1.02430 -1.97950 -2.43850 0.616
H 0.72190 -2.23000 -2.72730 -0.154
H -1.33540 0.44780 -6.04330 0.363
H -2.48950 -0.05860 -4.79290 0.607
```

Lowest unoccupied orbital energy (Ha): -0.30526
HOMO (eV): -15.285
HOMO-LUMO gap (eV): 7.0
Spin multiplicity: 1
Total charge: +3


Version Q
ORCA calculation (ωB97M-V/def2-TZVPD) on C36H63N9PSi2Ti as an isolated structure.

XYZ file:
```
112
Properties=species:S:1:pos:R:3:mulliken_charge:R:1
Ti 1.41400 -0.30714 0.97489 -0.435
C 5.57768 -1.06913 1.45216 -1.232
Si 4.03826 -1.62838 2.34681 0.032
C 3.26346 -3.05382 1.41460 -0.858
C 4.30727 -2.01733 4.14227 -1.150
N 2.82138 -0.31917 2.17359 0.878
C 2.89673 0.97277 2.75997 0.800
C 3.96798 1.44307 3.50980 -0.799
C 3.92370 2.72390 4.04235 -1.114
C 2.82730 3.54249 3.81198 -0.873
C 1.76047 3.09054 3.04695 -0.545
C 1.78215 1.80300 2.52844 0.393
N 0.74088 1.22786 1.73200 0.906
Si -0.98387 1.73390 1.83081 0.137
C -1.86154 0.56193 0.66432 -0.973
C -1.17359 3.48949 1.22820 -1.330
C -1.53029 1.51372 3.58983 -0.972
H 6.42867 -1.68818 1.74578 0.436
H 5.84707 -0.03463 1.67426 0.417
H 5.47942 -1.17766 0.36758 0.333
H 4.02973 -3.81291 1.23800 0.565
H 2.88332 -2.78081 0.42180 0.129
H 2.45787 -3.53297 1.97361 0.163
H 4.44040 -3.09238 4.27979 0.433
H 3.45806 -1.70734 4.75447 0.324
H 5.19799 -1.52727 4.53769 0.412
H 4.82512 0.80992 3.69902 0.353
H 4.74837 3.08027 4.64395 0.458
H 2.79902 4.53753 4.23392 0.455
H 0.91309 3.73721 2.86577 0.310
H -1.32365 0.39733 -0.27381 0.261
H -2.82774 0.99076 0.38957 0.584
H -2.06334 -0.40747 1.12512 0.124
H -0.42487 3.75334 0.47831 0.392
H -1.11021 4.21376 2.04128 0.437
H -2.15836 3.60639 0.77003 0.408
H -1.65968 0.45985 3.84349 0.219
H -2.48730 2.01264 3.75793 0.455
H -0.80997 1.94792 4.28651 0.364
C -0.70123 -5.40889 5.37770 -1.539
C -1.73297 -4.74005 4.45383 1.807
C -2.39998 -5.81188 3.59328 -2.062
C -2.80580 -4.03364 5.29927 -1.572
C -1.01853 -3.69523 3.61594 -0.214
C -0.33641 -2.63953 4.23100 -1.251
C 0.31708 -1.70246 3.46845 -1.573
N 0.33299 -1.75139 2.12571 1.653
C -0.31817 -2.75105 1.51135 -0.168
C -0.99750 -3.72335 2.22183 -0.445
C -0.24459 -2.69961 0.03346 -0.357
C -0.85612 -3.61689 -0.78975 -0.252
C -0.78242 -3.49947 -2.18193 -0.036
C -0.08878 -2.39580 -2.67059 -0.597
C 0.50905 -1.51261 -1.79491 -1.468
N 0.46338 -1.65603 -0.46247 1.073
C -1.44088 -4.53817 -3.07143 1.656
C -2.94266 -4.58651 -2.74618 -1.530
C -0.80029 -5.90410 -2.77243 -1.519
C -1.26121 -4.21653 -4.55408 -2.168
H -1.19814 -6.16916 5.97984 0.456
H -0.24073 -4.69677 6.06307 0.355
H 0.08814 -5.89707 4.80347 0.370
H -2.89076 -6.53579 4.24230 0.419
H -1.67529 -6.36087 2.98791 0.450
H -3.16801 -5.39260 2.93944 0.447
H -3.32093 -4.77086 5.91472 0.461
H -3.54875 -3.54326 4.66787 0.370
H -2.37539 -3.28908 5.96961 0.362
H -0.30943 -2.54549 5.30732 0.659
H 0.85474 -0.88033 3.92285 0.794
H -1.50841 -4.51382 1.69561 0.835
H -1.40203 -4.44011 -0.35402 0.724
H -0.00042 -2.21325 -3.73085 0.618
H 1.03917 -0.64550 -2.16759 0.739
H -3.13252 -4.87668 -1.71201 0.323
H -3.42426 -5.32578 -3.38577 0.466
H -3.41937 -3.62180 -2.92764 0.370
H -0.94377 -6.20706 -1.73432 0.329
H 0.26990 -5.89566 -2.98489 0.382
H -1.26267 -6.66334 -3.40284 0.454
H -1.71858 -3.26225 -4.82315 0.421
H -1.74841 -4.98836 -5.14838 0.436
H -0.20898 -4.20030 -4.84435 0.423
N 2.93248 0.55702 -1.89411 -0.890
N 2.88796 0.67992 -0.45813 -0.294
H 3.22229 -0.39204 -2.10698 0.228
H 3.65904 1.16739 -2.25871 0.319
H 2.66422 1.65424 -0.25751 0.360
H 3.80760 0.52400 -0.04387 0.269
C -3.28067 6.94806 -5.39591 -0.762
N -2.18895 7.71331 -4.62704 -0.017
C -1.01816 7.96216 -5.59598 -0.763
N -0.55647 6.74028 -6.14559 0.144
C -1.63944 6.05199 -6.84471 -0.867
N -2.75737 5.75356 -5.95149 0.140
C -2.41107 4.75356 -4.93840 -0.693
P -1.02177 5.27432 -3.81014 0.181
C -1.74098 6.95243 -3.41151 -0.687
C 0.10825 5.88347 -5.16079 -0.761
H -3.62616 7.62419 -6.17800 0.369
H -4.08703 6.75015 -4.69083 0.376
H -2.56761 8.61613 -4.33626 0.334
H -0.24075 8.47427 -5.03048 0.377
H -1.40830 8.61838 -6.37400 0.366
H -1.26134 5.12489 -7.27078 0.360
H -1.99572 6.68691 -7.65683 0.313
H -2.12422 3.83055 -5.44506 0.430
H -3.29659 4.52291 -4.34243 0.414
H -0.99900 7.56234 -2.89475 0.449
H -2.60341 6.84253 -2.75306 0.451
H 0.53279 5.02171 -5.67851 0.434
H 0.94533 6.42667 -4.71745 0.422
```

Lowest unoccupied orbital energy (Ha): -0.28100
HOMO (eV): -14.718
HOMO-LUMO gap (eV): 7.1
Spin multiplicity: 1
Total charge: +3


Tell me which of them is the least stable. Sure, it is version P.


Version P
ORCA calculation (ωB97M-V/def2-TZVPD) on an isolated ion of composition C9H14N3S and charge +1.

XYZ file:
```
27
Properties=species:S:1:pos:R:3:nbo_charge:R:1
C -0.92556 -3.01671 0.27862 -0.394
N -1.13605 -1.68004 -0.33897 -0.347
C 0.19251 -1.05796 -0.60409 -0.265
C 0.04448 0.33664 -1.22713 -0.303
N -0.99583 1.20085 -0.50517 -0.184
N -0.72910 2.01042 0.44008 -0.171
C 0.45786 2.32374 0.75443 0.107
C 1.68940 2.22963 0.94748 0.064
C 2.97556 2.64085 1.21995 -0.336
C 3.95372 1.90829 0.64340 -0.254
S 3.61404 0.42279 0.00717 -0.075
C -2.31263 0.52120 -0.45494 -0.253
C -2.05363 -0.77020 0.30837 -0.257
H 0.01578 -3.45792 -0.15788 0.257
H -0.87161 -2.69734 1.31365 0.231
H -1.88173 -3.48330 0.12653 0.235
H -1.52860 -1.68063 -1.37983 0.436
H 0.78949 -1.63662 -1.33020 0.255
H 0.66698 -0.90249 0.40355 0.250
H 1.05785 0.92478 -1.21734 0.304
H -0.42242 0.25063 -2.23718 0.216
H 2.92348 3.50715 1.99945 0.271
H 4.96641 2.12288 0.67208 0.229
H -2.75154 0.52285 -1.47123 0.234
H -3.11384 1.08349 0.15923 0.275
H -1.65601 -0.37518 1.21339 0.239
H -2.96903 -1.24780 0.43657 0.235
```

Lowest unoccupied orbital energy (alpha / beta) (Ha): -0.16344 / -0.16084
HOMO (alpha / beta) (eV): -10.906 / -10.960
HOMO-LUMO gap (alpha / beta) (eV): 6.5 / 6.6
Spin multiplicity: 1
SMILES string: C[NH+]1CCN(N=C=C=CC=S)CC1
Total charge: +1


Version Q
ORCA calculation (ωB97M-V/def2-TZVPD) on an isolated ion of composition C9H14N3S and charge +1.

XYZ file:
```
27
Properties=species:S:1:pos:R:3:nbo_charge:R:1
C 2.64849 -1.58595 -0.59385 -0.230
C 1.66727 -2.35596 -1.28730 -0.143
C 2.35395 -0.26917 -0.17396 -0.186
C 0.41510 -1.76142 -1.60725 -0.090
C 0.11249 -0.44432 -1.15887 0.268
C 1.06783 0.29563 -0.40929 -0.349
C -0.23545 2.32930 1.17096 0.214
C -0.58623 -2.56270 -2.29956 -0.648
C -0.81721 3.67500 1.12218 -0.694
N -1.16193 0.15208 -1.35943 -0.827
N -0.54587 1.52789 2.18257 -0.334
N 0.12798 0.39094 2.61991 -0.600
S 0.77247 2.04204 -0.24168 0.425
H 3.65146 -1.93718 -0.30932 0.243
H 1.85730 -3.33281 -1.85772 0.243
H 3.09616 0.29160 0.40028 0.233
H -0.91815 -3.40758 -1.55624 0.243
H -1.50260 -2.10529 -2.66630 0.217
H -0.12961 -3.05044 -3.15827 0.245
H -0.20865 4.18169 0.32029 0.261
H -0.66878 4.18919 2.07682 0.260
H -1.83720 3.58213 0.68773 0.280
H -1.66403 -0.48578 -1.92102 0.377
H -1.10511 1.98355 3.06196 0.440
H -1.22504 1.03532 -1.75073 0.384
H 0.84964 0.05209 2.05745 0.391
H -0.58955 -0.32882 2.62908 0.378
```

Lowest unoccupied orbital energy (Ha): -0.14242
HOMO (eV): -11.800
HOMO-LUMO gap (eV): 7.9
Spin multiplicity: 1
Total charge: +1


Tell me which of them is the least stable. Sure, it is version P.